1.
Computed, not measured: a structure of composition C33H26Br2CrN2O5P at a distorted geometry, with ωB97M-V with the def2-TZVPD basis set.

Cartesian coordinates (Å):
Cr1 0.09110 -0.05937 -0.00395
Br1 -0.77699 1.66956 1.94032
C1 -2.66142 1.17473 1.63009
Br2 -2.57999 -0.10999 0.17699
H1 -3.20456 2.06355 1.34265
H2 -3.05510 0.71978 2.53068
O1 2.60888 -0.31879 -3.49041
C2 1.78651 0.25855 -2.78296
O2 1.58897 0.01513 -1.55601
C3 1.00742 1.40955 -3.54507
C4 1.62585 1.78663 -4.74331
C5 1.11664 2.78162 -5.55605
C6 -0.05271 3.44054 -5.19798
C7 -0.69034 3.08425 -4.02690
C8 -0.18014 2.08261 -3.19804
P1 -1.05158 1.61109 -1.66737
C9 -2.65869 0.86786 -2.48087
C10 -3.66000 1.61613 -3.07749
C11 -4.80628 1.04334 -3.62808
C12 -4.96330 -0.32456 -3.63056
C13 -3.94904 -1.11193 -3.09014
C14 -2.82582 -0.54048 -2.52724
C15 -1.59207 3.26485 -1.08854
C16 -2.87608 3.56106 -0.64102
C17 -3.19025 4.82404 -0.15151
C18 -2.21848 5.80992 -0.09201
C19 -0.92944 5.52460 -0.52831
C20 -0.62143 4.26825 -1.02090
H3 2.53067 1.26108 -5.01208
H4 1.63160 3.04296 -6.47295
H5 -0.46446 4.22180 -5.82547
H6 -1.60048 3.59875 -3.74427
H7 -3.57042 2.69679 -3.11428
H8 -5.56032 1.68659 -4.06530
H9 -5.84407 -0.77909 -4.06722
H10 -4.03006 -2.19212 -3.11377
H11 -2.03168 -1.17473 -2.14785
H12 -3.64905 2.80252 -0.69151
H13 -4.19903 5.03259 0.18424
H14 -2.45938 6.79263 0.29312
H15 -0.15775 6.28253 -0.47730
H16 0.39358 4.05415 -1.33620
O3 6.56305 4.10051 0.27107
C21 6.48057 3.11137 1.20213
O4 7.40712 2.95653 1.95516
C22 5.24321 2.30179 1.21818
C23 4.19957 2.42676 0.29432
C24 3.07707 1.63686 0.36812
C25 2.92645 0.65627 1.36835
C26 3.98210 0.54195 2.30112
C27 5.10169 1.34128 2.21816
N1 1.76533 -0.08874 1.39252
C28 1.56963 -0.96716 2.39494
C29 0.39960 -1.75037 2.52260
C30 0.24076 -2.66971 3.59853
C31 -0.89629 -3.41989 3.68836
C32 -1.90232 -3.27605 2.70992
C33 -1.69095 -2.36006 1.70424
N2 -0.57688 -1.61438 1.59368
H17 5.74494 4.14456 -0.23356
H18 4.23756 3.14138 -0.52289
H19 2.28775 1.75590 -0.35879
H20 3.94250 -0.17941 3.10299
H21 5.89935 1.23034 2.94087
H22 2.31591 -1.11046 3.16597
H23 1.03199 -2.76387 4.33187
H24 -1.02171 -4.12395 4.50232
H25 -2.81378 -3.85550 2.74174
H26 -2.44774 -2.26044 0.92084
O5 -0.54819 -1.18065 -1.09566

Values from the calculation:
Energy above the lowest of the compared OMol25 structures with the same formula, charge and spin ... 319.1 kJ/mol
Charge ... -1
Calculated total energy ... -8292.71443 Eh
Multiplicity ... 5
Frontier orbital gap (spin up / spin down) ... 5.44 / 7.44 eV
Strongest force on any atom ... 0.0696 Eh/bohr
M ... 773.4 g mol⁻¹


2.
Computed, not measured: a structure of composition C33H27AsN4O4PdS2, with ωB97M-V with the def2-TZVPD basis set.

Cartesian coordinates (Å):
Pd1 -0.30747 -0.07343 0.54000
C1 0.86031 -5.17479 0.58412
S1 -0.86682 -4.71574 0.38788
C2 -0.82394 -2.98442 0.49990
S2 0.66588 -2.13264 0.67063
N1 -2.02366 -2.45270 0.41789
N2 -1.98004 -1.10014 0.43677
C3 -3.06935 -0.41640 0.40485
C4 -2.93835 1.04064 0.40620
C5 -4.01099 1.90545 0.27841
C6 -3.76588 3.26937 0.22056
C7 -2.46348 3.73117 0.29562
C8 -1.43823 2.80794 0.44003
N3 -1.67537 1.50562 0.50214
H1 0.87160 -6.26308 0.55297
H2 1.24605 -4.83266 1.54120
H3 1.46650 -4.78163 -0.22835
H4 -4.02900 -0.91931 0.36779
H5 -5.01509 1.51031 0.20508
H6 -4.58718 3.96415 0.10658
H7 -2.23430 4.78539 0.24179
H8 -0.39686 3.09836 0.50443
C9 -1.34481 -3.54104 -4.77144
C10 -2.10443 -3.05035 -3.71917
C11 -1.73291 -1.87286 -3.08808
C12 -0.61417 -1.15603 -3.51288
C13 0.15739 -1.67118 -4.54996
C14 -0.21041 -2.85442 -5.17764
As1 -0.09659 0.40149 -2.45819
C15 1.53247 0.98794 -3.32884
C16 1.60560 1.33974 -4.67629
C17 2.80596 1.77094 -5.21823
C18 3.93913 1.85788 -4.41667
C19 3.87310 1.51490 -3.07522
C20 2.66875 1.08107 -2.53176
C21 -1.33970 1.78082 -3.07998
C22 -2.70969 1.52638 -3.10895
C23 -3.61392 2.53843 -3.39817
C24 -3.16278 3.82750 -3.64622
C25 -1.80190 4.09434 -3.60557
C26 -0.89664 3.07944 -3.32244
H9 -1.62617 -4.46464 -5.26057
H10 -2.97323 -3.59541 -3.37263
H11 -2.30391 -1.53528 -2.23036
H12 1.05310 -1.15614 -4.87064
H13 0.39851 -3.24261 -5.98442
H14 0.72000 1.28345 -5.29923
H15 2.85858 2.04371 -6.26477
H16 4.87498 2.20012 -4.83966
H17 4.75020 1.59806 -2.44785
H18 2.60160 0.82184 -1.48016
H19 -3.08164 0.52538 -2.92522
H20 -4.67403 2.31779 -3.43316
H21 -3.86686 4.61723 -3.87552
H22 -1.43873 5.09578 -3.80050
H23 0.16281 3.30419 -3.29537
O1 0.96414 0.85551 3.06339
C27 1.63972 1.22398 2.11562
O2 1.36692 1.04437 0.85971
C28 2.92523 1.98095 2.36495
C29 3.21155 2.40087 3.65955
C30 4.38317 3.09024 3.93717
C31 5.28952 3.35699 2.92326
C32 4.98785 2.92538 1.64413
C33 3.82124 2.24880 1.34128
N4 5.95223 3.20000 0.56208
O3 6.96970 3.79762 0.84734
O4 5.67943 2.80103 -0.55363
H24 2.49834 2.16619 4.43800
H25 4.59600 3.41655 4.94614
H26 6.21407 3.88384 3.10549
H27 3.61201 1.93823 0.32936

Values from the calculation:
Energy above the lowest of the compared OMol25 structures with the same formula, charge and spin ... 0.0 kJ/mol
Calculated total energy ... -4953.68714 Eh
Multiplicity ... 1
Frontier orbital gap ... 6.62 eV
Strongest force on any atom ... 0.0078 Eh/bohr
M ... 789.1 g mol⁻¹


3.
Computed, not measured: a structure of composition C33H27Cl2N6O2Pd, with ωB97M-V with the def2-TZVPD basis set.

Cartesian coordinates (Å):
Pd1 0.04617 0.04376 -0.21576
Cl1 3.87772 5.52381 1.19381
C1 3.26903 4.05604 0.57747
C2 2.06681 3.61031 0.98458
C3 1.54791 2.38048 0.44919
N1 0.38518 1.86607 0.68236
C4 -0.50139 2.47661 1.63929
O1 -0.78878 3.63791 1.57776
C5 -0.94371 1.54473 2.71481
C6 -1.69106 2.05618 3.76505
C7 -2.00583 1.20156 4.80995
C8 -1.56162 -0.10869 4.75263
C9 -0.82836 -0.52360 3.64684
N2 -0.52220 0.28419 2.63888
C10 2.42700 1.56754 -0.43062
C11 3.67185 2.12894 -0.88528
C12 4.07449 3.31738 -0.40949
Cl2 5.55046 3.99049 -0.93900
N3 1.98734 0.38794 -0.71264
C13 2.78844 -0.48848 -1.53882
O2 3.79444 -0.95970 -1.09495
C14 2.22097 -0.76970 -2.88861
C15 2.88134 -1.67345 -3.70248
C16 2.32437 -1.95321 -4.94289
C17 1.14970 -1.31642 -5.29763
C18 0.57667 -0.41019 -4.40809
N4 1.09264 -0.13638 -3.22033
H1 1.47282 4.19178 1.67131
H2 -1.99833 3.09234 3.75048
H3 -2.58181 1.55407 5.65497
H4 -1.77608 -0.80869 5.54822
H5 -0.47175 -1.54378 3.56854
H6 4.29286 1.58440 -1.58183
H7 3.79350 -2.14250 -3.36083
H8 2.79870 -2.65601 -5.61421
H9 0.67753 -1.50852 -6.25100
H10 -0.34137 0.10504 -4.66325
C19 -5.18089 -1.02302 1.40502
C20 -3.89720 -0.29220 1.80562
C21 -3.71158 0.99772 1.04776
C22 -4.46232 2.11446 1.40684
C23 -4.34385 3.30802 0.71946
C24 -3.47632 3.40293 -0.35761
C25 -2.70734 2.31755 -0.75377
C26 -1.82548 2.43073 -1.97121
C27 -2.53972 1.93668 -3.23137
C28 -2.82839 1.12175 -0.02909
N5 -1.97827 0.02152 -0.36919
C29 -2.44218 -1.03555 -0.96852
C30 -1.52349 -2.06151 -1.28085
C31 -1.60270 -3.34504 -1.82099
C32 -0.30627 -3.85921 -1.79579
C33 0.51469 -2.86867 -1.24837
N6 -0.20862 -1.78220 -0.95524
H11 -5.30538 -1.93664 1.98628
H12 -5.17437 -1.29545 0.34857
H13 -6.05568 -0.39372 1.57153
H14 -3.03620 -0.94626 1.66233
H15 -3.94301 -0.06183 2.87280
H16 -5.14645 2.03720 2.24447
H17 -4.93000 4.16655 1.01986
H18 -3.38987 4.33538 -0.90230
H19 -0.90046 1.86409 -1.84537
H20 -1.54517 3.47796 -2.10060
H21 -2.79406 0.87780 -3.14763
H22 -1.91038 2.06859 -4.11259
H23 -3.46638 2.48764 -3.39464
H24 -3.50136 -1.10307 -1.19723
H25 -2.49768 -3.84388 -2.15642
H26 0.01226 -4.83807 -2.11282
H27 1.57603 -2.91717 -1.05704

Values from the calculation:
Charge ... +1
Calculated total energy ... -2800.82522 Eh
Multiplicity ... 1
Frontier orbital gap ... 5.29 eV
Strongest force on any atom ... 0.0063 Eh/bohr
M ... 716.9 g mol⁻¹


4.
Computed, not measured: a structure of composition C33H27F10N5O4STi, with ωB97M-V with the def2-TZVPD basis set.

Cartesian coordinates (Å):
Ti1 -0.28654 0.05450 0.42992
N1 0.89552 -1.83424 0.06684
C1 1.15216 -2.64586 1.26124
C2 0.24329 -2.25177 2.42307
O1 0.27470 -2.92008 3.46939
N2 -0.47154 -1.16239 2.16947
C3 -1.27248 -0.61914 3.23611
C4 -1.40525 0.88505 3.01999
O2 -1.83381 1.61986 3.89738
O3 -0.99929 1.29605 1.85171
H1 0.21880 -2.30393 -0.52934
H2 1.70147 -1.63749 -0.53276
H3 2.18107 -2.48434 1.59695
H4 1.03444 -3.71507 1.07112
H5 -0.83836 -0.80536 4.22194
H6 -2.28544 -1.04432 3.25682
C5 1.94553 1.06620 2.40505
N3 1.78313 1.07350 0.94029
C6 3.06132 0.56619 0.38590
C7 3.28600 0.72335 -1.11092
N4 2.26264 0.04772 -1.85294
C8 2.02128 0.40236 -3.10954
C9 2.76450 1.24350 -3.98211
F1 3.98240 1.72888 -3.60012
C10 2.36156 1.57646 -5.26250
F2 3.14548 2.38286 -6.01006
C11 1.19004 1.08969 -5.79871
F3 0.78689 1.42832 -7.04645
C12 0.43189 0.23704 -5.00413
F4 -0.72089 -0.25914 -5.49227
C13 0.83744 -0.09456 -3.73738
F5 0.05052 -0.93192 -3.03186
C14 1.51020 2.45407 0.47540
C15 0.81140 2.51859 -0.88242
N5 -0.37260 1.66752 -0.86603
C16 -1.37743 1.97869 -1.73334
C17 -1.20029 2.44392 -3.05253
F6 0.04077 2.58074 -3.56408
C18 -2.24874 2.70438 -3.91644
F7 -1.99364 3.12720 -5.16783
C19 -3.55447 2.50523 -3.51865
F8 -4.58235 2.76099 -4.35357
C20 -3.78336 2.06500 -2.22709
F9 -5.04682 1.92376 -1.79820
C21 -2.73297 1.82822 -1.36498
F10 -3.04962 1.52655 -0.09928
H7 2.84134 1.63423 2.69619
H8 1.07303 1.50721 2.87514
H9 2.04915 0.03815 2.75314
H10 3.87843 1.10321 0.89576
H11 3.14095 -0.48388 0.67919
H12 3.35872 1.79659 -1.33002
H13 4.30450 0.33270 -1.29162
H14 0.85713 2.90872 1.21964
H15 2.45206 3.02285 0.43927
H16 0.53473 3.57278 -1.02965
H17 1.50094 2.25974 -1.68787
O4 -1.68764 -1.00051 -0.58844
S1 -2.72762 -1.92336 0.15277
C22 -4.06532 -1.77334 -0.98375
C23 -5.36195 -1.89110 -0.47864
C24 -6.44250 -1.89665 -1.33857
C25 -6.24625 -1.79951 -2.71706
C26 -4.95705 -1.67302 -3.21500
C27 -3.86331 -1.64785 -2.36130
C28 -2.08802 -3.50313 -0.05639
C29 -2.06011 -4.37230 1.06294
C30 -1.68717 -5.68316 0.90915
C31 -1.34080 -6.19326 -0.36037
C32 -1.33464 -5.33062 -1.45451
C33 -1.68288 -3.99763 -1.32889
H18 -5.50765 -1.97270 0.59281
H19 -7.44670 -1.96598 -0.93670
H20 -7.09373 -1.80366 -3.39127
H21 -4.79590 -1.56912 -4.28181
H22 -2.86552 -1.47372 -2.74207
H23 -2.29855 -3.97965 2.04522
H24 -1.63516 -6.32268 1.78284
H25 -1.04844 -7.22947 -0.47562
H26 -1.02681 -5.69921 -2.42768
H27 -1.60126 -3.32786 -2.17415

Values from the calculation:
Energy above the lowest of the compared OMol25 structures with the same formula, charge and spin ... 0.0 kJ/mol
Charge ... -2
Calculated total energy ... -4094.87724 Eh
Multiplicity ... 3
Frontier orbital gap (spin up / spin down) ... 4.18 / 6.18 eV
Strongest force on any atom ... 0.0121 Eh/bohr
M ... 827.5 g mol⁻¹


5.
Computed, not measured: a structure of composition C33H27N12OPtS, with ωB97M-V with the def2-TZVPD basis set.

Cartesian coordinates (Å):
Pt1 2.17620 0.02836 -0.05279
N1 5.86676 0.21294 2.17950
C1 4.60770 0.10998 1.73390
S1 4.45156 0.11359 -0.02925
N2 3.65871 0.02346 2.65351
N3 2.43165 -0.07921 2.10082
C2 1.33622 -0.05698 2.79237
C3 1.25967 0.07266 4.26463
C4 1.97216 -0.79105 5.09196
C5 1.89595 -0.65231 6.46848
C6 1.11747 0.35098 7.02817
C7 0.41114 1.21977 6.20875
C8 0.48008 1.07889 4.83197
C9 0.09517 -0.16356 1.96926
C10 -1.14693 -0.42894 2.54006
C11 -2.26751 -0.54954 1.73294
C12 -2.14393 -0.38633 0.36007
C13 -0.88709 -0.14255 -0.15577
N4 0.20095 -0.04077 0.61704
H1 6.62908 0.34839 1.54214
H2 6.02234 0.30456 3.16909
H3 2.59516 -1.55882 4.65417
H4 2.45069 -1.32715 7.10670
H5 1.06397 0.45805 8.10342
H6 -0.19039 2.00827 6.64115
H7 -0.06958 1.76108 4.19335
H8 -1.21434 -0.55170 3.61102
H9 -3.23019 -0.77480 2.17252
H10 -2.99619 -0.46657 -0.30463
H11 -0.71472 -0.02430 -1.21990
C14 0.05682 4.91609 -1.58936
N5 1.08103 3.90477 -1.35670
C15 1.03607 2.88218 -0.50712
N6 2.02431 2.04431 -0.77858
C16 2.66272 2.62615 -1.83150
N7 2.11522 3.75309 -2.21058
C17 -1.22724 4.25601 -2.04101
C18 -2.47047 4.77564 -1.70213
C19 -3.63168 4.10191 -2.05829
C20 -3.56718 2.88724 -2.72253
C21 -2.32464 2.37697 -3.07708
C22 -1.16539 3.07371 -2.75871
C23 -2.11577 1.04720 -3.65453
N8 -1.16483 0.68207 -4.43902
N9 -1.16851 -0.70878 -4.44102
C24 -2.12196 -1.07079 -3.65869
O1 -2.80405 -0.01044 -3.14107
C25 -2.33729 -2.39602 -3.07260
C26 -3.58309 -2.88912 -2.70425
C27 -3.65495 -4.08478 -2.00702
C28 -2.49750 -4.75812 -1.63751
C29 -1.25120 -4.25814 -1.99436
C30 0.02912 -4.91956 -1.53150
N10 1.06644 -3.91623 -1.32825
C31 1.06856 -2.90961 -0.45864
N11 2.03087 -2.05799 -0.77163
C32 2.60645 -2.61446 -1.87243
N12 2.04525 -3.73890 -2.24175
C33 -1.18206 -3.09303 -2.73968
H12 0.46694 5.58078 -2.34802
H13 -0.09517 5.48983 -0.67586
H14 0.28461 2.76253 0.25506
H15 3.53537 2.20601 -2.30087
H16 -2.53766 5.69828 -1.13776
H17 -4.59406 4.51550 -1.78879
H18 -4.47147 2.34145 -2.95769
H19 -0.21363 2.64373 -3.04654
H20 -4.48412 -2.34375 -2.95293
H21 -4.61979 -4.48532 -1.72661
H22 -2.57027 -5.66642 -1.05096
H23 0.42736 -5.60922 -2.27408
H24 -0.12521 -5.46664 -0.60235
H25 0.36351 -2.81340 0.35166
H26 3.44466 -2.17687 -2.38685
H27 -0.22784 -2.67425 -3.03456

Values from the calculation:
Energy above the lowest of the compared OMol25 structures with the same formula, charge and spin ... 117.1 kJ/mol
Charge ... +1
Calculated total energy ... -2523.38174 Eh
Multiplicity ... 1
Frontier orbital gap ... 7.04 eV
Strongest force on any atom ... 0.0076 Eh/bohr
M ... 834.8 g mol⁻¹


6.
Computed, not measured: a cluster of 2 separate species, C33H27N3O5 in total at a distorted geometry, with ωB97M-V with the def2-TZVPD basis set.

Cartesian coordinates (Å):
C1 5.72689 0.09034 4.78829
C2 5.08231 1.32432 4.97168
C3 3.69069 1.40390 4.92026
C4 2.90799 0.27051 4.64988
C5 1.39884 0.45845 4.66670
C6 0.57791 -0.65760 4.42788
N1 -0.79645 -0.67709 4.61608
C7 -1.52623 0.46431 4.78283
C8 -2.91732 0.44666 4.82608
C9 -3.61186 -0.80857 4.75700
C10 -5.01972 -0.80834 4.74698
C11 -5.73863 0.38573 4.78748
C12 -5.05986 1.62009 4.87018
C13 -3.67407 1.64607 4.89917
C14 -2.81861 -1.97673 4.67772
C15 -1.45529 -1.90345 4.60528
O1 0.96493 1.61161 4.90030
C16 3.55984 -0.94508 4.41372
C17 4.95391 -1.04399 4.52006
H1 6.81518 0.02338 4.86343
H2 5.65291 2.23012 5.16892
H3 3.19390 2.35794 5.10044
H4 1.00122 -1.60079 4.12876
H5 -0.95583 1.38205 4.82518
H6 -5.52971 -1.77176 4.69274
H7 -6.82772 0.37092 4.75425
H8 -5.62735 2.55085 4.91060
H9 -3.11320 2.57941 4.96842
H10 -3.29187 -2.95527 4.65815
H11 -0.80403 -2.76730 4.51411
H12 2.98318 -1.82423 4.13664
H13 5.43457 -2.01541 4.39322
C18 -2.24752 -7.21955 -0.98126
C19 -1.09512 -7.76099 -0.39596
C20 -0.25582 -6.95676 0.37975
C21 -0.58402 -5.61515 0.61657
C22 0.24614 -4.78349 1.55007
O2 0.73489 -3.63990 0.77589
C23 1.34725 -2.71814 1.56623
N2 1.69228 -1.62806 0.73375
N3 1.97610 -0.52018 1.30441
C24 2.38960 0.45760 0.29770
O3 2.76340 0.24526 -0.83334
O4 2.31873 1.68353 0.87118
C25 2.56949 2.76131 -0.07611
C26 2.28593 4.05641 0.63812
C27 1.50616 5.04546 0.01771
C28 1.27936 6.27227 0.64759
C29 1.80932 6.51870 1.92020
C30 2.53546 5.51031 2.56315
C31 2.75187 4.27228 1.94059
O5 1.55497 -2.90514 2.76552
C32 -1.68456 -5.04991 -0.03242
C33 -2.53034 -5.85978 -0.80236
H14 -2.91588 -7.85070 -1.57210
H15 -0.84783 -8.81071 -0.54005
H16 0.66786 -7.34664 0.81873
H17 -0.35670 -4.39645 2.39087
H18 1.10590 -5.34173 1.94662
H19 3.61639 2.69409 -0.42045
H20 1.90921 2.65199 -0.94757
H21 1.07722 4.81985 -0.96420
H22 0.69006 7.03518 0.14278
H23 1.65244 7.48245 2.40763
H24 2.94194 5.67252 3.56030
H25 3.27274 3.46956 2.47193
H26 -1.87821 -3.97720 0.06800
H27 -3.41173 -5.41684 -1.26413

Values from the calculation:
Calculated total energy ... -1814.10483 Eh
Multiplicity ... 1
Frontier orbital gap ... 5.18 eV
Strongest force on any atom ... 0.0678 Eh/bohr
M ... 545.6 g mol⁻¹